{
  "formula": "C31H19F5GeMoO6S3",
  "method": "the ωB97M-V functional and the def2-TZVPD basis",
  "elements": ["Mo", "O", "S", "O", "O", "C", "C", "C", "C", "C", "C", "S", "O", "O", "O", "H", "H", "H", "H", "F", "C", "C", "F", "C", "F", "C", "S", "C", "F", "C", "F", "C", "Ge", "C", "C", "C", "C", "C", "C", "C", "C", "C", "C", "C", "C", "C", "C", "C", "C", "C", "C", "H", "H", "H", "H", "H", "H", "H", "H", "H", "H", "H", "H", "H", "H", "H"],
  "positions_angstrom": [[0.569, -1.043, 1.432], [1.777, -2.645, 2.708], [1.078, -2.222, 3.922], [0.679, -3.200, 4.873], [-0.092, -1.386, 3.415], [2.285, -1.151, 4.691], [2.606, -1.462, 5.996], [3.677, -0.841, 6.636], [4.442, 0.077, 5.954], [4.116, 0.412, 4.641], [3.047, -0.187, 4.002], [2.595, 0.559, 2.440], [1.137, 0.775, 2.606], [3.430, 1.690, 2.246], [2.612, -0.426, 1.301], [2.026, -2.218, 6.506], [3.907, -1.097, 7.662], [5.285, 0.557, 6.432], [4.680, 1.170, 4.118], [0.205, -3.512, -4.736], [-0.052, -3.369, -3.438], [0.865, -2.732, -2.616], [2.027, -2.308, -3.096], [0.536, -2.581, -1.284], [1.438, -1.925, -0.469], [-0.613, -3.080, -0.695], [-0.836, -2.988, 1.039], [-1.487, -3.754, -1.546], [-2.590, -4.315, -1.056], [-1.229, -3.874, -2.900], [-2.091, -4.502, -3.693], [-0.376, -0.032, 0.467], [-1.067, 1.007, -1.066], [0.523, 1.401, -2.100], [1.452, 2.290, -1.557], [2.645, 2.554, -2.208], [2.920, 1.941, -3.423], [2.006, 1.060, -3.977], [0.818, 0.784, -3.313], [-2.358, -0.122, -1.975], [-3.183, -0.949, -1.215], [-4.155, -1.732, -1.820], [-4.304, -1.710, -3.199], [-3.501, -0.881, -3.967], [-2.543, -0.081, -3.357], [-1.833, 2.588, -0.240], [-2.484, 3.531, -1.035], [-3.035, 4.671, -0.471], [-2.938, 4.882, 0.897], [-2.290, 3.954, 1.697], [-1.740, 2.812, 1.130], [1.247, 2.783, -0.612], [3.359, 3.236, -1.767], [3.852, 2.147, -3.934], [2.221, 0.573, -4.919], [0.127, 0.073, -3.748], [-3.069, -0.995, -0.138], [-4.783, -2.372, -1.216], [-5.051, -2.333, -3.673], [-3.625, -0.847, -5.042], [-1.945, 0.579, -3.973], [-2.569, 3.382, -2.106], [-3.540, 5.395, -1.098], [-3.367, 5.772, 1.339], [-2.210, 4.117, 2.763], [-1.229, 2.098, 1.767]],
  "atomic_forces_ev_per_a": [[0.29, -0.28, 0.37], [0.20, -0.33, 0.23], [-0.08, 0.15, -0.26], [-0.01, 0.01, 0.10], [0.08, 0.05, -0.05], [-0.03, -0.02, -0.03], [0.08, -0.01, 0.13], [-0.09, -0.07, -0.03], [-0.01, 0.05, -0.12], [0.07, 0.02, 0.11], [0.08, 0.06, 0.02], [-0.22, -0.18, -0.06], [-0.05, 0.14, 0.07], [-0.02, 0.04, -0.02], [0.13, -0.05, 0.14], [-0.02, 0.00, -0.02], [0.00, 0.00, 0.00], [0.01, 0.01, 0.00], [0.00, 0.00, -0.03], [0.00, 0.01, 0.00], [-0.02, -0.02, 0.07], [-0.14, -0.05, 0.07], [-0.01, 0.12, -0.04], [-0.04, 0.04, 0.00], [-0.02, -0.14, -0.07], [0.03, -0.04, -0.10], [0.07, 0.05, -0.05], [0.09, 0.06, -0.03], [-0.04, 0.03, 0.01], [0.10, 0.03, 0.05], [-0.01, 0.00, -0.01], [-0.43, 0.31, -0.63], [-0.03, -0.05, 0.28], [0.04, 0.02, -0.03], [-0.04, 0.05, 0.06], [0.03, 0.03, -0.03], [0.03, 0.01, -0.01], [0.00, -0.05, 0.01], [0.03, -0.05, -0.03], [-0.08, 0.11, -0.01], [-0.02, -0.02, 0.08], [0.03, -0.03, 0.00], [-0.03, 0.00, -0.02], [-0.01, 0.01, 0.00], [0.03, -0.02, -0.05], [-0.03, 0.07, -0.17], [-0.02, 0.00, -0.02], [0.00, 0.01, -0.01], [0.00, 0.02, 0.03], [0.00, 0.03, 0.00], [0.06, -0.07, 0.07], [-0.02, -0.01, 0.02], [0.01, 0.00, 0.00], [0.00, 0.01, -0.01], [0.00, 0.00, -0.01], [0.01, -0.03, 0.00], [0.03, 0.01, 0.02], [-0.01, -0.01, 0.02], [0.00, 0.00, 0.00], [0.01, 0.00, -0.01], [0.00, 0.02, 0.00], [0.01, -0.02, -0.01], [0.00, 0.00, -0.01], [-0.01, 0.00, 0.01], [0.00, 0.00, 0.01], [0.00, -0.01, 0.00]],
  "lowdin_charge": [1.422, -0.393, 0.513, -0.242, -0.468, -0.218, -0.039, -0.045, -0.047, -0.042, -0.217, 0.557, -0.393, -0.235, -0.405, 0.116, 0.114, 0.113, 0.114, 0.133, -0.132, -0.150, 0.140, -0.197, -0.030, -0.508, 0.751, -0.245, 0.103, -0.136, 0.135, -0.354, 0.964, -0.275, -0.098, -0.074, -0.079, -0.081, -0.114, -0.274, -0.114, -0.082, -0.079, -0.079, -0.111, -0.281, -0.105, -0.087, -0.087, -0.078, -0.099, 0.107, 0.107, 0.104, 0.106, 0.081, 0.097, 0.111, 0.108, 0.105, 0.093, 0.102, 0.103, 0.102, 0.105, 0.084],
  "relative_energy_kcal_mol": 14.4,
  "e_lumo_ev": -0.984,
  "homo_lumo_gap_ev": 7.58,
  "homo_energy_ev": -8.568,
  "energy_ev": -149203.249
}